Molecular formula: C11H33AgN7O7
Method: DFT, ωB97M-V/def2-TZVPD

Each line ends with the natural charge from an NBO analysis.
Cartesian coordinates (Å):
Ag: 0.357 -0.459 -0.540  0.875
O: -0.145 3.745 -4.117  -0.961
C: 0.729 2.681 -4.162  -0.051
C: 0.348 1.306 -3.505  -0.081
O: -0.117 1.277 -2.176  -1.026
H: 1.711 3.008 -3.763  0.067
H: 0.912 2.440 -5.230  0.070
H: 1.149 0.544 -3.605  0.087
H: -0.412 0.842 -4.166  0.089
C: -2.045 1.005 1.258  -0.619
C: -0.739 1.603 1.763  -0.095
C: -0.850 2.499 2.975  -0.070
O: -1.460 1.756 4.052  -0.555
C: -1.585 2.527 5.195  -0.245
N: 0.332 0.559 1.814  -0.854
H: -1.969 0.783 0.196  0.245
H: -2.819 1.773 1.361  0.204
H: -2.379 0.236 1.954  0.207
H: -0.334 2.287 1.007  0.242
H: -1.531 3.311 2.702  0.180
H: 0.100 2.928 3.304  0.169
H: -2.464 3.182 5.196  0.163
H: -0.679 3.084 5.469  0.158
H: -1.720 1.915 6.095  0.174
H: 0.291 0.030 2.682  0.351
H: 1.170 1.130 1.902  0.355
C: -2.849 -2.736 -3.579  -0.619
C: -2.491 -1.280 -3.386  -0.061
O: -1.594 -1.144 -2.315  -0.809
H: -1.989 -3.372 -3.810  0.197
H: -3.540 -2.900 -4.407  0.206
H: -3.272 -3.184 -2.678  0.177
H: -3.441 -0.735 -3.300  0.151
H: -2.163 -0.872 -4.349  0.178
H: -1.234 -0.211 -2.281  0.537
C: 3.118 -2.273 0.454  0.782
O: 2.404 -1.373 0.013  -0.688
N: 3.538 -3.329 -0.284  -0.830
N: 3.298 -2.406 1.796  -0.840
H: 4.391 -3.768 0.019  0.379
H: 3.347 -3.260 -1.272  0.416
H: 4.079 -2.952 2.115  0.376
H: 2.823 -1.797 2.435  0.416
C: -1.099 -3.322 0.752  0.776
O: -0.564 -2.237 0.999  -0.707
N: -0.781 -4.437 1.457  -0.850
N: -1.863 -3.508 -0.336  -0.840
H: -1.005 -5.355 1.126  0.384
H: -0.132 -4.286 2.207  0.405
H: -2.033 -2.707 -0.932  0.455
H: -2.220 -4.428 -0.509  0.377
C: 2.190 3.132 0.101  0.754
O: 1.361 4.019 -0.104  -0.650
N: 3.054 3.222 1.162  -0.880
N: 2.136 1.928 -0.499  -0.889
H: 3.406 2.415 1.642  0.368
H: 3.068 4.098 1.651  0.393
H: 1.389 1.851 -1.220  0.478
H: 2.820 1.216 -0.326  0.380

Forces on the atoms, in the same order (eV/Å):
-0.48 0.94 -0.43
0.18 -1.24 0.22
-0.92 1.43 0.20
-0.58 -0.67 -0.40
0.12 -0.81 1.16
0.49 -0.29 0.33
0.39 -0.68 -0.28
0.70 0.45 -0.21
-0.37 0.33 -0.10
-0.27 1.22 0.97
1.01 0.04 -0.91
-1.24 -0.75 0.29
0.62 0.06 -0.26
-0.16 0.05 1.50
0.00 0.88 0.57
-0.03 -0.56 0.13
0.02 0.11 -0.21
0.15 -0.56 -0.53
-0.36 0.00 -0.27
0.11 0.22 0.04
0.16 -0.12 -0.08
0.18 0.29 -0.37
0.00 0.33 -0.53
-0.16 -0.51 -0.38
-0.39 -0.17 -0.09
0.29 -0.36 -0.22
0.35 -0.84 -0.04
-0.87 -0.09 -1.02
-0.41 0.14 -0.16
0.26 0.29 -0.01
-0.18 0.26 0.09
-0.32 0.16 0.06
0.04 0.15 0.85
0.86 -0.06 0.21
0.29 0.37 -0.16
-2.47 0.94 0.35
1.27 -0.68 -0.02
0.59 -0.18 -0.40
0.94 -0.34 0.32
-0.05 -0.28 -0.32
0.32 0.09 0.00
-0.20 -0.02 0.34
0.11 0.29 -0.21
1.42 1.01 -1.10
-0.49 -0.41 0.55
-0.19 -0.21 0.74
-0.41 -0.19 0.33
0.07 -0.07 0.15
0.03 -0.26 -0.05
0.06 0.01 -0.24
-0.29 0.18 -0.40
-2.29 0.03 0.48
1.10 -0.11 -0.05
1.23 0.39 0.66
-0.11 0.40 -0.47
0.07 -0.04 -0.16
-0.15 -0.06 0.00
-0.09 -0.43 -0.21
0.02 -0.04 -0.24

Computed properties:
HOMO   -1.0 eV
Total charge   -1
Frontier orbital gap   2.636 eV



Molecular formula: C11H33BaN3O19P3
Method: DFT, ωB97M-V/def2-TZVPD

Each line ends with the Mulliken charge.
Cartesian coordinates (Å):
Ba: 1.092 -1.828 -1.720  2.036
N: -0.442 0.681 -0.223  1.238
O: -0.544 -0.444 0.110  -0.701
O: -0.906 1.622 0.381  -0.634
O: 0.430 0.863 -1.136  -0.830
C: 0.491 4.220 -1.177  -0.556
N: 0.932 4.655 0.178  0.944
O: 2.110 4.488 0.483  -0.539
O: 0.039 5.157 0.930  -0.538
H: 0.740 5.065 -1.818  0.425
H: -0.579 4.011 -1.197  0.048
H: 1.162 3.410 -1.464  0.199
C: -3.609 3.937 0.505  -0.397
N: -4.977 3.482 0.881  0.926
O: -5.381 2.579 0.162  -0.545
O: -5.609 4.010 1.749  -0.547
H: -3.634 4.753 -0.217  0.292
H: -3.077 3.084 0.083  -0.060
H: -3.050 4.130 1.420  0.339
C: 2.440 1.523 2.070  -0.853
O: 3.340 0.426 2.194  -0.249
P: 4.003 -0.127 0.851  0.948
O: 3.103 -0.738 -0.189  -0.393
O: 4.949 1.053 0.292  -0.360
C: 5.705 1.932 0.984  -0.662
O: 5.113 -1.162 1.463  -0.445
C: 4.770 -2.470 1.980  -0.319
H: 2.221 1.728 1.022  0.332
H: 2.762 2.447 2.550  0.323
H: 1.467 1.226 2.460  0.365
H: 5.682 2.905 0.493  0.240
H: 6.701 1.502 1.092  0.273
H: 5.313 2.088 1.989  0.295
H: 5.349 -3.245 1.477  0.323
H: 3.734 -2.746 1.781  -0.086
H: 4.960 -2.477 3.053  0.275
C: -1.873 -3.106 2.419  -0.521
O: -0.770 -3.922 2.654  -0.336
P: 0.561 -4.010 1.755  0.915
O: 0.462 -3.625 0.325  -0.596
O: 1.104 -5.491 1.943  -0.374
C: 1.143 -5.945 3.282  -0.723
O: 1.626 -3.122 2.628  -0.181
C: 1.286 -1.810 3.105  -0.439
H: -1.854 -2.317 3.170  0.249
H: -2.759 -3.729 2.542  0.266
H: -1.708 -2.680 1.429  0.195
H: 1.543 -6.959 3.279  0.309
H: 0.216 -5.779 3.830  0.304
H: 1.946 -5.475 3.850  0.241
H: 2.122 -1.388 3.663  0.324
H: 0.357 -1.866 3.673  0.382
H: 1.119 -1.142 2.261  -0.044
C: -2.723 1.933 -2.821  -0.512
O: -2.616 0.958 -3.922  -0.335
P: -2.426 -0.666 -3.839  0.426
O: -1.131 -1.052 -3.257  -0.126
O: -3.738 -1.153 -3.024  -0.375
C: -5.054 -0.544 -3.347  -0.640
O: -2.705 -1.287 -5.303  -0.306
C: -1.805 -0.814 -6.294  -0.675
H: -3.661 2.487 -2.841  0.350
H: -1.912 2.660 -2.867  0.289
H: -2.630 1.408 -1.870  0.142
H: -5.009 0.047 -4.262  0.326
H: -5.498 0.182 -2.666  0.245
H: -5.794 -1.343 -3.388  0.299
H: -0.846 -1.233 -5.991  0.252
H: -1.675 0.267 -6.352  0.298
H: -2.101 -1.225 -7.259  0.262

Forces on the atoms, in the same order (eV/Å):
-0.77 1.04 1.00
3.55 3.58 -1.06
-1.92 -5.78 1.98
-1.19 0.75 0.06
0.02 0.76 -1.32
0.80 0.41 -0.22
-1.66 0.65 2.16
-1.45 0.30 -0.27
2.60 -1.28 -1.92
-0.21 0.09 -0.05
0.40 -0.11 0.24
-0.52 -0.18 0.10
1.15 -0.49 0.79
0.23 -0.47 -1.66
-0.41 -0.22 0.18
0.09 0.37 0.57
-0.27 0.07 0.42
-0.40 0.00 -0.23
-0.27 0.72 -0.08
-1.54 0.42 -0.63
0.60 -0.41 -0.77
2.42 -0.67 0.53
0.64 0.73 0.97
-3.62 -3.47 -1.93
1.41 1.46 2.16
-1.41 0.92 -0.89
-0.35 -0.10 -0.21
0.23 0.22 -0.16
0.39 -0.35 0.09
0.11 -0.02 0.38
0.29 -0.19 -0.17
0.22 0.46 -0.09
0.00 0.05 0.18
0.41 0.34 0.05
-0.08 0.35 0.15
0.01 0.00 -0.12
-0.42 0.90 -0.37
2.74 -1.65 -0.50
0.43 0.68 1.65
0.02 0.21 0.24
-0.70 1.61 -0.60
1.35 -0.77 1.52
-0.68 -1.13 -1.00
-0.48 0.24 -0.54
-0.29 0.09 -0.10
-0.07 0.31 -0.35
-0.92 0.22 -0.05
-0.93 -0.29 -0.27
-0.04 -0.45 -0.32
-0.07 0.76 -0.15
-0.13 -0.46 0.16
0.25 0.09 0.30
-0.08 0.00 -0.15
0.44 -0.90 0.26
0.15 -0.96 -0.44
-3.04 1.55 0.52
0.53 -0.65 0.36
0.49 0.99 -0.42
-0.12 -0.05 -0.49
-0.45 1.68 1.77
1.35 -0.58 -0.54
-0.12 -0.44 -0.39
0.13 -0.30 -0.40
-0.14 0.02 0.02
0.15 -0.61 -0.35
1.01 -0.15 0.99
0.41 -0.13 -0.36
0.34 0.04 -0.56
-0.53 0.05 0.13
-0.07 0.10 0.20

Computed properties:
HOMO   -12.3 eV
Total charge   +1
Frontier orbital gap   9.239 eV



Molecular formula: C11H33O6Y
Method: DFT, ωB97M-V/def2-TZVPD

Each line ends with the Mulliken charge.
Cartesian coordinates (Å):
Y: -1.314 -2.038 -2.260  1.636
C: 0.967 -0.102 -0.511  -0.492
O: -0.255 -0.787 -0.762  -0.115
H: 1.816 -0.792 -0.544  0.242
H: 1.147 0.660 -1.275  0.334
H: 0.962 0.362 0.475  0.041
C: -0.206 4.996 0.360  -0.957
C: 0.960 4.107 -0.014  0.172
O: 2.143 4.520 0.659  -0.559
H: 0.023 6.041 0.183  0.311
H: -0.390 4.870 1.432  0.313
H: -1.126 4.686 -0.143  0.259
H: 1.161 4.204 -1.086  0.227
H: 0.837 3.030 0.162  -0.083
H: 2.023 4.302 1.590  0.339
C: 2.894 -1.161 2.846  -1.058
C: 2.581 -2.373 1.977  0.187
O: 3.198 -3.546 2.465  -0.559
H: 2.723 -1.398 3.896  0.389
H: 2.205 -0.330 2.660  0.245
H: 3.903 -0.807 2.654  0.297
H: 2.991 -2.253 0.970  0.065
H: 1.487 -2.484 1.877  0.145
H: 2.892 -3.741 3.357  0.332
C: -1.298 2.315 -2.206  -0.821
C: -1.272 1.219 -3.243  -0.286
O: -2.172 0.118 -2.818  -0.454
H: -2.318 2.672 -2.056  0.427
H: -0.704 3.175 -2.514  0.337
H: -0.901 1.967 -1.252  0.044
H: -0.264 0.833 -3.408  0.265
H: -1.620 1.619 -4.195  0.418
H: -3.066 0.391 -3.073  0.306
C: 1.452 -4.944 -2.003  -1.127
C: 1.100 -4.017 -0.867  0.109
O: -0.345 -3.694 -0.850  -0.389
H: 2.457 -5.343 -1.862  0.366
H: 1.371 -4.467 -2.984  0.306
H: 0.818 -5.834 -1.977  0.322
H: 1.691 -3.100 -0.864  0.057
H: 1.336 -4.466 0.099  0.360
H: -0.790 -4.316 -0.259  0.284
C: -3.906 1.271 2.175  -1.216
C: -3.134 0.179 1.460  0.113
O: -1.731 0.347 1.688  -0.568
H: -4.909 1.320 1.750  0.359
H: -3.417 2.218 1.941  0.294
H: -3.928 1.129 3.250  0.320
H: -3.357 0.252 0.380  0.045
H: -3.422 -0.818 1.813  0.278
H: -1.294 0.004 0.904  0.140

Forces on the atoms, in the same order (eV/Å):
2.42 3.15 4.08
0.45 -0.07 -0.26
-1.80 -2.23 -3.10
-0.09 -0.03 0.09
-0.09 0.10 0.15
-0.21 0.01 -0.01
-0.26 -0.83 0.66
0.65 0.30 -0.38
-0.07 -0.19 -0.16
-0.01 0.01 -0.21
-0.10 0.16 -0.02
0.01 0.21 -0.13
0.19 0.08 0.06
-0.57 0.07 0.15
0.13 0.16 0.05
-0.48 0.22 -0.29
0.00 0.25 0.30
-0.17 -0.31 -0.29
0.34 -0.10 0.04
0.06 -0.06 -0.25
0.11 -0.08 0.34
0.00 0.13 0.01
0.06 -0.14 0.08
0.03 0.13 0.02
-0.01 -0.12 0.32
0.23 1.16 0.13
0.08 -1.13 -0.60
0.01 -0.02 0.01
0.05 -0.10 -0.19
-0.08 -0.01 0.02
-0.11 -0.36 0.19
-0.16 -0.38 -0.09
-0.04 -0.08 0.13
-0.43 -0.33 0.20
0.87 -0.48 0.47
-0.59 0.36 -0.88
0.15 0.34 -0.12
0.13 -0.05 -0.02
-0.11 0.12 -0.10
-0.49 0.30 -0.23
-0.20 -0.09 -0.01
0.03 -0.02 -0.02
0.21 0.00 -0.62
0.14 0.00 0.25
-0.22 0.03 -0.32
-0.14 -0.04 0.34
-0.03 0.06 0.16
-0.08 -0.01 0.04
0.09 -0.05 0.04
-0.18 0.05 -0.07
0.27 -0.09 0.06

Computed properties:
HOMO   -14.3 eV
Total charge   +2
Frontier orbital gap   4.451 eV



Molecular formula: C11H34N2O4P
Method: DFT, ωB97M-V/def2-TZVPD

Each line ends with the natural charge from an NBO analysis.
Cartesian coordinates (Å):
C: -2.476 1.238 2.128  -0.622
C: -1.113 1.288 1.421  -0.727
P: -0.292 -0.373 1.482  0.971
C: -1.060 -1.118 -0.001  -0.978
N: 1.328 -0.080 0.899  -0.726
C: 2.410 -0.523 1.755  -0.239
C: 2.795 0.526 2.814  -0.242
N: 2.165 1.862 2.494  -0.497
C: 2.144 2.265 1.038  -0.255
C: 1.728 1.082 0.138  -0.243
H: -3.272 1.034 1.412  0.227
H: -2.717 2.183 2.613  0.227
H: -2.517 0.463 2.896  0.213
H: -1.254 1.594 0.381  0.229
H: -0.479 2.057 1.876  0.178
H: -1.956 -1.670 0.293  0.262
H: -1.351 -0.386 -0.758  0.244
H: -0.359 -1.826 -0.439  0.248
H: 2.107 -1.434 2.267  0.244
H: 3.282 -0.766 1.142  0.209
H: 3.867 0.701 2.882  0.226
H: 2.428 0.248 3.800  0.232
H: 1.216 1.884 2.865  0.435
H: 2.688 2.576 2.998  0.441
H: 3.125 2.674 0.804  0.257
H: 1.433 3.087 0.966  0.230
H: 0.910 1.400 -0.508  0.232
H: 2.565 0.819 -0.515  0.209
C: -3.467 -2.025 -2.390  -0.248
O: -2.553 -1.168 -3.063  -0.754
H: -4.054 -1.416 -1.707  0.188
H: -4.150 -2.517 -3.086  0.170
H: -2.953 -2.792 -1.802  0.155
H: -1.996 -1.691 -3.653  0.486
C: 4.175 3.466 -1.898  -0.253
O: 4.014 4.201 -0.687  -0.749
H: 4.267 2.416 -1.624  0.170
H: 3.318 3.583 -2.565  0.172
H: 5.083 3.755 -2.430  0.186
H: 3.956 5.134 -0.910  0.480
C: 0.885 -1.962 -3.199  -0.247
O: 0.013 -1.971 -4.316  -0.729
H: 0.729 -2.900 -2.671  0.187
H: 1.935 -1.899 -3.497  0.168
H: 0.650 -1.134 -2.523  0.156
H: 0.130 -1.158 -4.814  0.473
C: -4.595 -3.817 1.269  -0.250
O: -4.503 -2.486 0.774  -0.728
H: -4.788 -4.457 0.411  0.189
H: -3.665 -4.144 1.743  0.161
H: -5.417 -3.933 1.978  0.172
H: -4.361 -1.896 1.518  0.461

Forces on the atoms, in the same order (eV/Å):
-0.15 -0.02 -0.01
0.01 0.00 -0.06
0.20 -0.07 -0.26
-0.24 0.01 0.10
-0.06 0.28 0.42
-0.08 -0.15 -0.06
0.06 0.10 0.03
0.15 0.01 0.00
0.03 0.13 0.01
-0.13 -0.06 -0.20
0.01 -0.05 0.00
0.01 0.02 -0.06
0.07 0.02 0.02
0.07 0.06 0.03
-0.04 -0.05 0.14
-0.03 0.03 -0.04
0.07 -0.05 -0.05
0.00 -0.05 0.05
0.05 -0.02 0.00
0.00 0.05 -0.03
0.01 -0.07 -0.06
0.01 0.05 0.01
-0.06 -0.15 -0.09
-0.12 0.07 0.08
0.02 -0.09 -0.04
0.03 0.02 0.04
0.02 -0.02 -0.01
0.01 -0.01 0.02
0.05 -0.01 -0.13
-0.03 0.04 0.11
0.01 0.01 0.01
0.00 0.01 0.00
0.00 0.00 0.01
0.09 -0.01 0.05
0.06 -0.02 -0.03
-0.10 -0.09 -0.04
0.00 0.00 -0.01
-0.01 0.01 0.02
0.00 0.01 0.01
0.04 0.05 0.05
-0.03 0.09 0.06
-0.11 -0.07 -0.10
0.02 0.00 0.01
-0.01 -0.02 -0.03
0.04 -0.02 0.03
0.03 0.02 -0.04
-0.03 -0.06 -0.04
0.14 0.04 0.04
0.00 -0.01 0.01
0.01 0.02 0.00
0.00 0.02 -0.01
-0.09 0.01 0.06

Computed properties:
HOMO   -11.7 eV
Total charge   +1
Frontier orbital gap   8.786 eV